The following is a DFT calculation (the ωB97M-V functional and the def2-TZVPD basis) of a 16-piece molecular cluster, C81H185N9O16 overall in a non-equilibrium geometry.

Its total energy is -4893.42239 Eh. For the highest occupied orbital energy, the calculation gives -7.95 eV. For the orbital gap, the calculation gives 8.2 eV.

Geometry as ORCA input:
```
! wB97M-V def2-TZVPD RIJCOSX def2/J DEFGRID3
* xyz 0 1
O 4.342 -4.933 29.817
O 11.646 7.545 32.008
O 6.080 2.015 23.615
O 3.701 2.784 27.870
O 2.090 -0.412 27.700
O 5.960 3.204 26.019
O 13.484 -3.123 33.829
O 8.302 2.254 27.928
O 15.170 3.387 29.309
O 5.803 3.179 29.787
O 13.171 3.468 27.269
O 13.163 3.064 24.353
O 6.344 1.688 36.901
O 7.105 4.391 35.997
O 11.053 2.485 26.139
O 11.556 -3.042 27.454
N 5.083 -5.237 28.623
N 1.699 0.727 28.475
N 12.569 -2.734 26.361
N 14.225 3.278 30.334
N 6.278 0.484 36.237
N 8.139 1.954 29.292
N 5.380 1.153 22.756
N 12.047 -3.117 33.680
N 8.533 4.547 36.132
C 5.494 -0.929 34.425
C 14.393 -1.504 25.716
C 7.763 0.119 30.890
C 13.384 -1.696 26.853
C 8.799 5.073 37.471
C 0.888 -0.858 30.286
C 0.637 1.683 26.499
C 12.413 -3.568 31.192
C 7.582 -0.153 36.360
C 6.828 -1.583 34.352
C 1.244 1.556 30.760
C 12.428 -5.651 33.732
C 3.369 -0.063 22.224
C 13.374 2.144 32.270
C 7.250 -5.043 27.669
C 7.854 0.487 29.384
C 13.755 5.639 29.989
C 10.222 -2.942 32.192
C 13.784 -1.120 24.406
C 15.820 1.800 31.729
C 6.468 -4.891 28.966
C 4.388 -4.602 27.487
C 9.223 3.991 30.032
C 9.228 1.986 31.522
C 6.341 0.180 22.160
C 10.946 6.042 36.531
C 11.161 -3.862 24.779
C 6.075 1.378 33.852
C 4.104 -0.084 24.620
C 8.716 0.746 35.720
C 7.463 0.982 21.451
C 6.444 0.253 28.696
C 7.028 -5.851 30.021
C 4.066 0.944 35.202
C 14.414 2.047 31.169
C 14.171 -2.108 28.078
C 4.060 0.748 23.331
C 8.875 -0.402 28.747
C 0.420 1.252 27.945
C 8.072 6.362 38.008
C 8.746 4.276 33.766
C -0.725 0.214 27.999
C 13.382 3.492 33.114
C 0.130 2.492 28.754
C 6.979 -0.902 23.107
C 9.053 5.210 34.945
C 8.016 -0.261 37.801
C 6.656 -4.172 26.550
C 10.419 5.228 37.651
C 13.322 4.681 32.200
C 5.284 -4.645 26.203
C 11.767 -2.541 25.162
C 12.119 -1.184 32.138
C 14.135 0.931 30.234
C 10.597 -1.475 25.212
C 10.608 5.319 35.208
C 4.242 -1.083 21.654
C 4.037 -3.093 27.687
C 11.608 -4.426 34.189
C 11.802 -4.342 35.751
C 5.528 0.515 34.921
C 10.713 2.062 29.450
C 7.475 -1.539 35.725
C 1.718 0.369 29.957
C 6.712 -3.515 29.705
C 15.626 4.958 31.494
C 9.046 0.463 31.617
C 3.060 -5.363 27.323
C 10.065 -4.579 33.962
C 12.721 -2.205 24.053
C 8.393 3.970 38.401
C 12.715 -0.302 27.155
C 9.681 -4.335 32.515
C 5.476 -0.525 21.016
C -0.010 2.150 30.228
C 8.412 6.604 34.608
C 3.150 -0.040 30.259
C 3.315 2.042 23.639
C 14.260 4.596 30.989
C 9.335 2.448 30.010
C 11.727 -2.680 32.313
H 7.566 -0.941 30.905
H 6.550 -5.825 30.963
H 13.440 0.435 27.471
H 6.467 0.256 27.597
H 3.448 2.418 24.621
H 10.121 -1.519 26.183
H 12.004 6.235 36.599
H 11.092 -0.562 24.958
H 9.602 -2.273 32.738
H 12.831 -4.459 36.061
H 13.062 4.288 27.812
H 8.601 -4.317 32.341
H 10.921 4.279 35.187
H 6.258 -1.706 23.231
H 11.923 -0.899 31.016
H 11.117 5.774 34.323
H -0.980 -0.197 28.986
H 16.520 1.955 30.944
H 0.997 -1.640 29.539
H 0.921 3.250 28.703
H 4.342 2.861 28.639
H 4.787 0.372 25.391
H 14.347 -0.094 30.663
H 12.011 -0.470 27.922
H 8.392 7.415 37.729
H 3.684 0.324 36.022
H 7.518 2.616 27.573
H 2.282 1.809 23.582
H 4.007 -5.826 30.059
H 3.138 2.048 28.186
H 10.535 1.846 28.414
H 3.702 -1.718 20.935
H 8.907 7.116 33.806
H 14.814 -2.516 25.590
H 5.398 -5.647 25.707
H 11.505 2.826 29.448
H 6.728 -2.646 29.082
H 12.544 3.387 33.762
H 9.850 -1.603 24.427
H 5.697 3.477 30.695
H 5.694 3.200 25.093
H 9.766 -0.539 29.399
H 10.676 7.056 36.641
H 3.422 0.752 34.353
H 12.668 5.585 29.967
H 13.194 -1.153 32.135
H 13.517 1.293 32.934
H 12.273 3.143 27.125
H 8.776 1.719 36.226
H 13.486 3.316 25.221
H -1.722 0.720 27.749
H 8.493 -1.989 35.699
H 4.355 -1.099 24.517
H 6.852 -6.880 29.547
H 2.990 -0.142 27.493
H 12.312 4.703 31.725
H 7.134 1.333 33.834
H 3.323 -1.006 30.027
H 10.553 5.759 38.603
H 13.108 0.815 29.835
H 4.908 -0.933 33.452
H 10.425 -4.196 25.459
H 14.702 3.183 28.457
H 6.671 5.302 36.028
H 13.637 -2.110 29.001
H 9.476 4.355 29.008
H 15.783 6.019 31.510
H 5.728 1.180 32.843
H 2.538 -0.552 22.701
H 11.802 -0.411 32.798
H 3.454 0.153 31.286
H 11.436 2.691 25.256
H 8.845 3.059 37.993
H 8.046 0.732 38.274
H 13.490 5.533 32.780
H 7.888 0.522 20.568
H -0.874 1.479 30.344
H 14.514 -1.029 23.612
H 8.161 6.338 39.099
H 3.019 0.750 21.544
H 9.959 -0.155 31.344
H 7.250 -4.192 25.598
H 10.172 2.955 26.174
H 9.667 0.274 35.812
H 14.090 6.651 30.407
H 10.841 4.246 37.791
H 4.882 -2.443 27.732
H 8.371 7.273 35.427
H 14.958 -1.392 28.201
H 6.942 -2.119 36.468
H 8.649 4.164 39.458
H 2.695 -5.030 26.328
H 8.298 0.961 22.169
H 15.694 4.804 32.566
H 9.971 4.367 30.782
H 7.307 -6.111 27.430
H 11.336 -3.427 36.196
H 15.867 0.750 32.062
H 12.419 8.099 31.829
H 7.262 -0.497 24.116
H 11.243 -5.174 36.126
H 12.394 2.113 31.841
H 6.055 -0.727 28.904
H 6.714 2.819 29.752
H 13.213 -3.161 23.716
H 13.285 -0.151 24.463
H -0.766 3.009 28.390
H 13.798 2.483 23.877
H 5.348 0.277 20.292
H 6.070 -3.354 30.580
H 7.110 2.001 21.336
H 14.248 3.552 33.790
H 3.395 -2.873 28.501
H 5.752 2.380 34.099
H 9.161 -0.052 27.767
H 6.526 -2.585 34.078
H 6.353 1.556 24.458
H 6.556 2.364 36.235
H 7.326 3.828 38.394
H 6.660 -3.103 26.815
H 14.204 5.542 28.984
H 10.620 -3.769 23.831
H 3.206 -6.458 27.304
H -0.302 2.993 30.822
H 15.159 -0.720 25.954
H 8.081 -5.530 30.126
H 7.033 6.277 37.705
H 1.425 2.408 26.411
H 15.999 2.470 32.536
H 8.614 0.986 34.644
H -0.110 -0.652 30.542
H -0.234 2.244 26.146
H 14.743 -3.018 28.028
H 10.979 1.132 29.876
H 12.195 -5.841 32.697
H 13.473 -5.268 33.629
H 12.172 0.054 26.297
H 7.384 6.405 34.287
H 11.924 -4.622 24.799
H 10.127 2.261 32.009
H 12.375 -6.485 34.385
H 11.271 7.470 31.090
H 11.745 -3.980 27.633
H 12.181 -1.656 23.264
H 4.520 -1.783 22.442
H 11.948 -4.585 31.157
H 8.263 -4.705 27.890
H 13.486 -3.776 31.281
H 2.326 -5.072 28.121
H 4.889 -1.527 35.135
H 1.297 -1.266 31.183
H 5.136 3.046 26.456
H 9.327 4.605 32.881
H 3.634 -2.803 26.734
H 6.987 0.677 31.428
H 14.834 0.960 29.401
H 16.413 4.450 30.998
H 1.230 1.203 31.838
H 3.110 0.039 25.130
H 9.967 -2.672 31.209
H 7.321 -0.885 38.318
H 8.380 -1.336 28.608
H -0.490 -0.687 27.410
H 10.200 -5.054 31.895
H 8.937 0.057 32.632
H 4.824 -4.034 25.393
H 0.894 0.909 25.846
H 2.003 2.307 30.748
H 7.856 -1.264 22.535
H 8.503 2.640 32.019
H 12.224 -3.227 30.158
H 9.037 -0.690 37.836
H 3.772 0.626 29.661
H 3.707 2.848 23.031
H 5.642 0.975 29.027
H 6.152 -1.302 20.576
H 3.902 1.992 35.498
H 7.680 4.448 33.559
H 9.718 -5.514 34.438
H 7.520 -1.225 33.619
H 13.631 -2.364 34.413
H 8.984 3.229 33.901
H 8.268 4.517 30.309
H 7.684 -3.588 30.139
H 9.569 -3.694 34.515
*
```